{"formula": "C3H7OS", "method": "ωB97M-V/def2-TZVPD", "gap_ev": 6.6, "total_charge": -1, "e_homo_ev": -2.52, "elements": ["C", "H", "O", "H", "C", "H", "C", "H", "H", "H", "H", "S"], "xyz": [[-2.342127, 0.881781, 1.661752], [2.060105, -0.048187, -1.330652], [2.906223, -1.854240, -1.127317], [-2.149233, 1.949750, 1.559357], [-1.383560, 0.029832, 0.828245], [1.025750, -1.398084, -0.542204], [1.972392, -1.090905, -1.004001], [-3.402654, 0.713997, 1.470720], [-0.792283, -0.576129, 1.523415], [-1.910567, -0.708372, 0.216887], [-2.178338, 0.745680, 2.740144], [-0.332785, 1.011537, -0.307659]], "atomic_forces_ev_per_a": [[-0.023, 0.399, 0.804], [-0.343, 0.098, 0.027], [-0.106, -0.061, 0.034], [0.031, -0.012, -0.524], [0.153, -0.029, -0.272], [-0.127, 0.197, -0.062], [0.762, -0.393, -0.069], [-0.062, -0.100, -0.142], [0.243, 0.119, -0.068], [-0.303, 0.116, 0.107], [-0.132, -0.393, -0.025], [-0.093, 0.060, 0.189]]}



{"formula": "C38H105N9O11", "method": "ωB97M-V/def2-TZVPD", "gap_ev": 9.4, "smiles": "COC[C@H](C)N.COC[C@H](C)N.COC[C@H](C)N.COC[C@H](C)N.COC[C@H](C)N.COC[C@H](C)N.COC[C@H](C)N.COC[C@H](C)N.COC[C@H](C)N.OCCO", "e_homo_ev": -8.98, "elements": ["H", "C", "H", "H", "H", "H", "O", "O", "C", "H", "H", "H", "C", "H", "H", "N", "H", "N", "C", "H", "H", "C", "C", "H", "H", "C", "H", "H", "H", "H", "C", "O", "H", "H", "C", "C", "H", "H", "H", "H", "C", "H", "H", "H", "H", "O", "H", "H", "H", "H", "H", "H", "H", "O", "H", "H", "H", "H", "O", "H", "H", "C", "H", "C", "H", "H", "H", "H", "C", "H", "C", "N", "H", "O", "H", "H", "H", "H", "H", "C", "N", "C", "C", "H", "C", "C", "H", "H", "C", "H", "H", "O", "O", "H", "H", "H", "C", "C", "H", "H", "N", "C", "H", "H", "O", "H", "H", "C", "H", "C", "C", "H", "H", "H", "H", "H", "O", "C", "C", "H", "C", "H", "H", "H", "H", "H", "C", "C", "H", "H", "H", "H", "H", "C", "N", "C", "H", "C", "N", "H", "C", "H", "H", "N", "H", "H", "N", "H", "C", "H", "H", "H", "H", "H", "H", "H", "H", "H", "H", "C", "H", "H", "H"], "xyz": [[24.510815, -20.175265, 9.480465], [16.999220, -12.878233, 14.251336], [17.523287, -18.888762, 14.978086], [25.016697, -17.923364, 11.380492], [17.830193, -16.011506, 20.826051], [22.568291, -21.443930, 13.288187], [16.525784, -17.551277, 16.017396], [24.318238, -18.197046, 8.913560], [24.938606, -19.191792, 9.712534], [19.693529, -15.507645, 19.029136], [20.992410, -18.594308, 14.016695], [22.937488, -20.514294, 22.532270], [18.720657, -16.263134, 11.312497], [22.567006, -11.322304, 12.751426], [24.081167, -14.824251, 11.236830], [23.452642, -11.770599, 14.604818], [22.663107, -11.901248, 15.238387], [17.366265, -16.371685, 13.355149], [20.349513, -20.797354, 20.923620], [12.285726, -17.464970, 16.266882], [16.476079, -20.290216, 20.487367], [18.798166, -16.119658, 18.876244], [23.276893, -15.835090, 19.488226], [16.727625, -18.212892, 20.789712], [16.699689, -18.716782, 12.754644], [20.830124, -21.157536, 22.351472], [24.515483, -17.440704, 20.353174], [18.175087, -11.563595, 13.051424], [17.499978, -13.218882, 16.411227], [25.195184, -15.836696, 20.565289], [17.081379, -18.175999, 11.884981], [22.087862, -13.845761, 18.759971], [22.816732, -23.108853, 12.989667], [17.545485, -21.275211, 19.452720], [18.115488, -17.168985, 12.406510], [12.897273, -16.615860, 16.569556], [23.480748, -15.583245, 12.691505], [20.831201, -12.632420, 19.763581], [22.552384, -18.737583, 8.496652], [17.943581, -15.676593, 13.818827], [17.970468, -12.819005, 15.503354], [19.946656, -19.784122, 20.918319], [19.176511, -16.736150, 18.059935], [18.104896, -18.716071, 16.683087], [17.202425, -10.673609, 14.222997], [19.285657, -13.190855, 15.133063], [19.994024, -21.051931, 23.041956], [20.020322, -14.154049, 16.751272], [16.362292, -20.288548, 18.764105], [26.080032, -20.197126, 11.837378], [22.493822, -14.118068, 13.930763], [20.320512, -21.459349, 12.420962], [16.962271, -16.888376, 14.131600], [21.512285, -16.914510, 16.835034], [16.618436, -17.684544, 19.079681], [21.118861, -17.005969, 10.254322], [24.851509, -15.372980, 18.390253], [19.387737, -18.172985, 20.237955], [19.008015, -16.906245, 10.083072], [22.452608, -16.807530, 17.017144], [19.907264, -24.041527, 12.565014], [17.087159, -20.297254, 19.584031], [21.776548, -19.893100, 23.731918], [22.748215, -14.457148, 19.891789], [20.207277, -16.866481, 20.433709], [21.882117, -19.096617, 22.260265], [22.693097, -15.959756, 11.160873], [23.145795, -17.650092, 7.273044], [23.407215, -18.536498, 7.843495], [17.507290, -18.905850, 11.192054], [20.217834, -17.614192, 10.122676], [21.677356, -21.634871, 10.800792], [13.112018, -16.807220, 17.626248], [22.293942, -14.022976, 11.815179], [15.149481, -13.220531, 13.711941], [25.069799, -13.213472, 13.160207], [15.075494, -16.601942, 14.069356], [20.193832, -19.892746, 18.287963], [20.441769, -18.328580, 9.331563], [17.239180, -18.802844, 16.031398], [23.943550, -15.786507, 18.193043], [21.140650, -17.961284, 15.951528], [24.576582, -18.898804, 11.153566], [12.367582, -15.666811, 16.643144], [19.849387, -14.380044, 15.696177], [25.041319, -20.007970, 12.126746], [17.170728, -13.720451, 13.578924], [21.907063, -14.711756, 20.545833], [23.170172, -15.165800, 11.732229], [20.255521, -18.217850, 11.038811], [25.120252, -19.830447, 13.198649], [22.917238, -18.026230, 14.186404], [21.403681, -22.844317, 14.361176], [13.555195, -17.039007, 14.291092], [23.855092, -16.244735, 21.533059], [15.436771, -13.859167, 15.162397], [14.273518, -16.474436, 15.932797], [24.565273, -12.361268, 12.707982], [14.883770, -15.720774, 16.439812], [26.015069, -19.286285, 9.558979], [19.446076, -17.375568, 20.869815], [15.159312, -17.749385, 16.346793], [22.489306, -22.189999, 10.554750], [16.647020, -19.699674, 16.212656], [21.297177, -20.987155, 19.899155], [24.465096, -20.926551, 12.009047], [22.849455, -18.160955, 10.572543], [21.545152, -17.788506, 14.522666], [20.949588, -21.832792, 10.123733], [21.990300, -22.328940, 15.502497], [22.306864, -13.436832, 13.094619], [21.185053, -22.708460, 21.334547], [22.374343, -22.334931, 22.251011], [21.482466, -20.954041, 17.888919], [14.850260, -18.561058, 15.676447], [18.011413, -15.397336, 18.642701], [17.990815, -19.157025, 19.531528], [17.295920, -17.946381, 19.896058], [17.222018, -11.556438, 13.590101], [21.291949, -22.439220, 16.332653], [23.111804, -12.141016, 13.224534], [25.232323, -11.499890, 12.753868], [22.541543, -11.943810, 19.504430], [16.215887, -17.818641, 11.325291], [22.815070, -22.992513, 15.803335], [20.069017, -18.063169, 16.126709], [21.937603, -20.104716, 22.670055], [21.693906, -12.506346, 19.110007], [16.576870, -11.484253, 12.707540], [23.045976, -17.956318, 13.225877], [24.564914, -12.558199, 11.628982], [20.148993, -21.696616, 18.411668], [18.030572, -11.804667, 15.908591], [22.014602, -22.383143, 13.180848], [14.209109, -16.284107, 14.491660], [21.049868, -22.169277, 12.023927], [20.880979, -14.497886, 15.365979], [20.257721, -23.483348, 11.701488], [21.382354, -22.541611, 22.317273], [23.482097, -15.006801, 17.725529], [18.274084, -16.775385, 20.182330], [23.491031, -13.816860, 20.369258], [21.161259, -16.914839, 13.988983], [15.565598, -13.016723, 14.614054], [23.514253, -10.759982, 14.682292], [23.744800, -19.430147, 7.322260], [23.148025, -18.702600, 11.376139], [19.458650, -21.399455, 20.694694], [20.711381, -20.782577, 18.646578], [22.587472, -19.544705, 11.422202], [20.890199, -24.109091, 11.062550], [21.447321, -18.943892, 16.328712], [19.510783, -23.267942, 10.932283], [21.480210, -12.036966, 18.149703], [14.957105, -18.029690, 17.383487], [22.483506, -16.586808, 19.476891], [21.230860, -13.270976, 13.226948], [22.449574, -21.340947, 15.421861], [18.037439, -15.470883, 11.011025], [24.256976, -16.398474, 20.528955], [18.917350, -17.773832, 12.845236], [19.202781, -15.185802, 15.349233], [19.581465, -15.879734, 11.872034]], "atomic_forces_ev_per_a": [[-0.041, -0.142, -0.190], [0.116, 0.400, 1.947], [0.710, -0.416, 0.127], [0.354, -0.133, 0.256], [-0.348, -0.145, -0.230], [-0.257, 0.246, 0.548], [-0.496, -0.324, 1.251], [1.456, 1.191, -0.624], [-1.387, -0.945, -0.462], [-0.082, 0.161, 0.621], [-0.310, -0.205, -0.036], [0.011, 0.127, -0.064], [-0.472, -0.277, 0.630], [0.221, -0.123, -0.499], [0.097, -0.353, -0.206], [-1.627, 0.207, 1.621], [-0.154, -0.527, -0.078], [0.393, 1.048, 0.592], [-1.886, 0.032, 0.822], [0.001, 0.213, -0.567], [0.300, 0.029, 0.302], [-0.668, 1.098, 0.688], [1.085, -0.496, 0.527], [-0.174, 0.396, 0.115], [-0.073, -0.177, -0.061], [1.202, 1.405, -2.145], [-0.246, -0.022, 0.007], [0.423, -0.021, 0.540], [0.454, -1.492, -0.187], [0.054, 0.104, -0.345], [0.253, -0.809, -0.436], [1.324, 0.431, 0.672], [-0.044, -0.155, -0.735], [0.837, 0.382, 0.336], [-1.708, -0.884, -1.117], [0.863, 0.504, 1.541], [-0.343, 0.180, 0.248], [-0.002, 0.805, 0.176], [-0.824, -0.690, -1.096], [0.078, 0.109, -0.203], [-0.853, -0.021, -0.109], [0.386, 0.047, 0.132], [-0.836, -0.481, -0.016], [-0.085, -0.210, 0.107], [-0.416, -0.162, 0.092], [0.287, 0.199, -0.168], [-0.012, -0.063, -0.084], [-0.735, -0.994, 0.387], [-0.028, 0.533, -0.205], [0.027, -0.502, 0.030], [0.815, -0.305, -0.298], [0.006, 0.305, -0.266], [0.314, -0.337, -0.209], [-0.540, 0.297, 0.198], [-0.160, 0.132, 0.054], [-0.260, 0.660, -0.392], [0.323, -0.355, -0.252], [1.329, -0.866, 0.823], [0.655, -0.175, -0.248], [0.413, -0.451, -0.314], [-0.225, 0.161, -0.083], [-0.379, 0.731, -0.557], [0.689, -0.092, 0.220], [-1.939, -1.257, -0.506], [0.492, 0.089, 0.606], [-0.357, -0.332, -0.748], [-0.038, 0.175, -0.105], [0.615, -0.097, -0.282], [-0.159, -0.523, 2.877], [0.316, -0.091, 0.228], [0.884, -0.751, 1.619], [-0.505, 0.065, 0.930], [-0.110, -0.170, 0.106], [1.123, -1.363, 0.453], [-0.583, 0.015, 0.204], [-0.301, 0.064, 0.407], [0.153, 0.403, -0.149], [-0.185, 0.396, 1.204], [-0.815, 0.352, -0.529], [0.181, 0.846, -1.420], [-0.115, 0.677, -0.144], [0.774, 0.224, 1.303], [-0.324, -0.317, 1.820], [-0.296, -0.130, -0.713], [-0.179, 1.417, -0.005], [1.358, 0.199, -0.822], [1.058, 0.139, 0.069], [0.319, 0.490, 0.884], [0.302, 0.753, -0.560], [-0.136, -0.283, 0.040], [-0.540, 0.728, -0.093], [-0.070, 0.520, 1.601], [-1.145, 0.992, -1.075], [-0.194, 0.261, -0.931], [-0.195, -0.448, 0.045], [-0.030, -0.127, -0.039], [1.831, -1.483, 1.105], [-0.493, 0.032, -2.316], [-0.512, 0.724, -0.197], [0.092, 0.430, -0.104], [-0.616, -0.221, -0.975], [-1.334, 0.517, -1.703], [-0.047, -0.176, -0.060], [-0.261, 0.279, 0.552], [0.214, 1.087, 0.653], [-0.031, 0.033, -0.284], [-0.459, 0.064, 0.142], [-0.388, -1.390, -2.208], [0.399, 0.311, -0.619], [1.054, -1.105, 1.460], [-1.962, 0.674, 0.654], [0.134, -1.221, 0.041], [0.246, -0.666, 0.304], [0.550, 0.524, 0.330], [-0.524, -0.280, 0.305], [0.096, -0.161, -1.061], [-0.843, -0.819, -0.171], [-0.221, -0.081, 0.184], [0.360, -0.092, -2.530], [-0.190, 0.478, -0.179], [2.271, -0.324, 0.172], [-0.314, 0.224, 0.634], [-0.163, -0.064, 0.552], [0.118, 0.771, 0.270], [0.238, 0.061, -0.037], [-0.269, 0.479, -0.873], [-0.633, -0.276, 1.936], [0.330, -1.128, -1.187], [-0.572, 0.472, 0.351], [-0.397, -0.237, -0.262], [-0.161, -0.211, -0.072], [-0.991, 0.320, 0.196], [0.060, 0.464, -0.791], [1.389, -0.177, -0.604], [-0.523, -0.807, 0.531], [-0.908, -1.709, 0.701], [-0.243, -0.055, -0.672], [1.001, 0.624, -1.117], [-0.120, 1.228, -0.466], [-0.104, -0.201, -0.531], [1.158, -0.422, -0.789], [0.063, 0.123, -0.148], [0.107, 0.603, 0.642], [0.569, 0.396, 0.132], [0.522, 0.088, -0.425], [-0.132, 0.239, -0.439], [-0.124, 0.905, -0.432], [0.032, -0.403, -0.076], [0.948, -2.296, -2.027], [0.232, -0.380, -0.313], [0.509, -0.342, 0.612], [0.763, 0.006, -0.138], [-0.740, 0.216, 0.662], [-0.586, 0.095, 0.180], [0.392, 0.063, 0.158], [-0.405, 0.385, -0.409], [0.058, 0.814, 0.404], [-0.563, 0.258, -0.169], [-0.077, 0.106, 0.499], [0.018, 0.847, 0.405], [0.157, 0.103, 0.188], [0.328, -0.621, 0.922], [0.494, 0.613, -0.903]]}



Sequential max |F| output: 0.017; 0.062 Eh/bohr